55
Properties=species:S:1:pos:R:3:forces:R:3:nbo_charge:R:1 method="wB97M-V/def2-TZVPD" largest_force_ev_per_a=6.54 relative_energy_kj_mol=453.98 total_charge=-1
O -1.274 -0.467 0.433 0.000 -1.146 -2.326 -0.8738
C -0.606 -1.475 -0.071 0.146 2.813 5.901 0.8438
O -0.520 -1.896 -1.165 0.085 -1.865 -4.136 -0.7254
C 0.263 -1.967 1.135 -0.869 -1.252 0.713 -0.1991
C 1.496 -2.816 0.743 2.357 5.581 -1.788 -0.4949
S 2.858 -2.977 1.959 -0.036 -1.296 -0.575 -0.0621
N 0.602 -0.806 1.908 4.712 -0.470 0.650 -0.8836
H -0.371 -2.627 1.834 0.736 0.701 -1.186 0.2214
H 1.247 -3.765 0.565 -1.268 -3.756 -0.741 0.2032
H 1.987 -2.375 -0.342 -1.487 -0.559 3.916 0.2039
H 2.804 -1.843 2.588 -0.320 1.128 0.404 0.1253
H 0.012 -0.046 2.094 -1.888 0.353 -0.259 0.4222
H 1.437 -0.355 1.477 -1.029 -0.646 0.249 0.3478
H 0.950 0.742 -1.165 1.112 -1.177 0.328 0.5176
H 1.633 -0.644 -1.440 -0.077 0.370 -0.223 0.5057
O 1.570 0.055 -0.768 -1.117 0.516 -0.892 -1.0293
H -2.875 2.858 -0.460 2.069 2.341 3.951 0.4389
H -3.621 1.623 -0.780 -0.444 1.272 -0.655 0.5088
O -3.459 2.594 -1.081 -3.413 -2.940 -2.343 -0.9245
H 3.484 0.502 -0.154 -0.263 2.219 0.831 0.5057
H 2.964 0.755 1.165 -0.255 0.212 0.901 0.4625
O 3.358 1.296 0.484 1.373 -2.348 -1.012 -0.9316
H -1.620 1.700 2.911 2.158 2.839 3.920 0.4607
H -1.729 1.571 1.557 0.558 0.428 -2.109 0.4588
O -2.035 1.165 2.334 -2.562 -2.776 -1.441 -0.9118
H -1.926 2.259 -1.174 1.992 -1.075 -1.260 0.4641
H -1.174 1.038 -0.548 0.753 0.853 -0.762 0.4867
O -1.015 1.816 -1.181 -1.203 -0.599 1.402 -1.0473
H 1.043 2.314 -2.828 -0.074 0.442 0.665 0.5061
H -0.209 1.427 -3.128 -1.448 0.353 0.708 0.4970
O 0.703 1.557 -3.293 1.207 -0.141 -1.363 -0.9939
H 2.064 -3.340 -1.299 -0.558 -0.120 -1.485 0.4678
H 0.960 -2.912 -2.435 3.309 -0.691 1.390 0.4916
O 1.989 -3.047 -2.234 -2.662 -0.072 -0.777 -0.9562
H 1.327 3.500 -0.574 -0.598 -0.246 0.748 0.4670
H 2.291 2.161 -0.475 -0.098 -0.094 1.021 0.5066
O 2.008 2.957 -0.929 0.631 0.972 -2.445 -1.0059
H 0.817 -0.442 3.866 -0.738 1.694 0.816 0.4906
H -0.559 0.004 4.275 0.765 0.521 0.264 0.4755
O 0.370 0.328 4.373 -0.217 -2.086 -0.783 -0.9869
H -3.086 -2.095 2.652 -2.499 -0.943 -0.802 0.4601
H -1.814 -1.520 2.111 -0.946 0.314 1.201 0.4925
O -2.296 -1.745 2.956 3.066 0.893 -0.189 -0.9606
H -2.728 0.057 -0.031 0.393 -1.602 -0.150 0.4992
H -3.887 -0.695 -0.950 1.102 0.629 0.565 0.4979
O -3.674 -0.091 -0.208 -2.242 0.749 -0.443 -1.0074
H 1.108 -1.298 -3.553 -1.327 -1.923 0.592 0.4407
H 1.263 0.016 -4.035 -1.949 4.082 -1.077 0.4783
O 1.757 -0.689 -3.791 3.731 -2.621 0.254 -0.9253
H -1.951 -0.023 -2.046 -0.429 1.967 1.284 0.4594
H -1.374 -1.121 -2.571 -1.128 -0.386 -0.650 0.4832
O -2.184 -0.576 -2.761 1.131 -1.435 -1.078 -0.9730
H 0.965 2.367 1.296 -0.929 1.826 -0.033 0.4985
H 0.297 3.913 1.109 0.621 -1.869 0.529 0.4769
O 0.356 3.077 1.646 0.066 0.065 -0.220 -0.9735

19
Properties=species:S:1:pos:R:3:forces:R:3:nbo_charge:R:1 method="wB97M-V/def2-TZVPD" largest_force_ev_per_a=5.85 total_charge=+3
O 2.406 -0.896 1.372 -0.745 1.069 -1.878 -1.0385
P 1.722 -1.336 0.106 1.790 -2.887 2.435 2.2718
O 1.326 -2.923 0.325 0.040 3.072 -1.247 -0.8916
O 2.707 -1.207 -1.211 -1.736 0.457 1.649 -0.9227
C 0.188 -0.278 -0.021 0.541 1.215 -1.152 -0.3471
C 0.343 1.173 -0.242 -5.070 -2.744 0.983 -0.0138
Br 2.193 1.937 -0.383 -0.173 -0.029 0.096 -0.0095
C -0.859 2.063 -0.347 0.094 -0.896 0.095 -0.2672
C -2.184 1.518 -0.201 1.407 -0.869 0.066 -0.0910
C -2.380 0.062 0.052 1.392 -1.266 0.187 0.1313
N -3.526 -0.648 0.247 1.631 0.041 -0.295 -0.5128
S -3.142 -2.242 0.443 1.676 1.989 -0.412 1.1635
N -1.493 -2.199 0.322 -1.063 2.071 -0.047 -0.5394
C -1.169 -0.880 0.126 -0.374 1.975 -0.186 0.1127
H 0.859 -2.922 1.189 0.193 -0.485 -0.282 0.5286
H 3.475 -0.702 -0.864 -0.117 -0.837 -0.292 0.5118
H -0.696 3.153 -0.508 -0.431 -1.035 0.139 0.2405
H -3.098 2.167 -0.244 1.155 -0.509 0.078 0.3061
Lu 3.327 4.161 -0.161 -0.211 -0.332 0.063 2.3673

For each record above, in turn, the calculated calculated total energy values are -1791.4571, -5114.0037 hartree.
For each record above, in turn, the calculated highest occupied orbital energy values are -0.232, -0.681 hartree.
For each record above, in turn, the calculated LUMO level values are 2.439, -15.996 eV.